51
Properties=species:S:1:pos:R:3:nbo_charge:R:1 method="wB97M-V/def2-TZVPD" s2=8.83 e_lumo_ev="-6.92 / -9.25" charge=+2 relative_energy_kcal_mol=26.0 energy_ha=-2815.5482 spin_multiplicity=6 gap_ev="3.77 / 6.03"
Fe 0.266 0.240 0.044 1.1697
P -1.392 1.546 -0.708 1.1264
C -1.237 0.743 -2.365 -0.7779
C 0.199 0.609 -2.720 0.1864
N 1.021 0.254 -1.702 -0.7005
C 2.314 -0.096 -1.909 0.2034
C 2.874 0.061 -3.167 -0.2030
C 2.066 0.488 -4.219 -0.1538
C 0.710 0.746 -3.994 -0.2016
C 3.066 -0.621 -0.699 -0.7591
P 1.889 -1.177 0.574 0.8882
H 0.045 1.086 -4.787 0.2467
H 3.930 -0.162 -3.289 0.2495
H 2.494 0.637 -5.200 0.2502
H 3.691 -1.485 -0.951 0.2766
H 3.696 0.152 -0.239 0.2750
H -1.715 -0.261 -2.171 0.3177
H -1.792 1.343 -3.092 0.2679
H -1.749 -2.540 -0.453 0.5133
O -1.972 -1.829 -1.154 -1.0305
H -2.397 -2.281 -1.897 0.4960
H -1.017 -2.475 1.505 0.4864
O -1.272 -3.203 0.875 -0.9523
H -1.621 -3.942 1.409 0.5205
C 1.630 -2.903 0.099 -0.9694
H 2.599 -3.412 -0.001 0.2606
H 0.998 -3.400 0.846 0.2694
H 1.106 -2.937 -0.868 0.2700
C 2.632 -1.032 2.194 -0.9607
H 1.846 -1.176 2.948 0.2637
H 3.420 -1.781 2.327 0.2767
H 3.046 -0.023 2.311 0.2733
C -0.914 3.260 -0.926 -0.9798
H -1.598 3.723 -1.644 0.2809
H -0.991 3.756 0.050 0.2700
H 0.115 3.325 -1.296 0.2763
C -3.143 1.494 -0.351 -0.9770
H -3.270 1.711 0.715 0.2652
H -3.662 2.253 -0.949 0.2789
H -3.540 0.496 -0.575 0.2880
C -1.369 0.876 4.374 -0.1271
C -0.530 1.815 3.762 -0.1849
C -0.197 1.706 2.402 -0.2464
C -0.768 0.674 1.639 -0.3457
C -1.639 -0.245 2.237 -0.2315
C -1.901 -0.165 3.611 -0.1904
H -1.613 0.967 5.439 0.2593
H -0.128 2.642 4.342 0.2559
H 0.482 2.422 1.929 0.2427
H -2.166 -0.970 1.606 0.2352
H -2.537 -0.909 4.090 0.2517